DFT (ωB97M-V/def2-TZVPD) results for a structure of composition C46H68BN7O3SeSr.

Each line ends with the Löwdin charge.
CARTESIAN COORDINATES (ANGSTROEM)
Sr 0.728155 -1.568043 1.540356  1.296
C 0.323389 5.993791 -1.353646  -0.054
C 0.891529 5.849498 0.067141  -0.561
C 2.178430 6.680722 0.176057  -0.062
C -0.129017 6.435346 1.042884  -0.072
C 1.181331 4.377406 0.354277  -0.196
C 0.509434 3.637511 1.316761  -0.089
C 0.769324 2.290684 1.511225  -0.415
Se -0.293886 1.316047 2.790431  1.088
C -1.948261 1.169762 1.811507  -0.419
C -2.715784 2.308502 1.630958  -0.087
C -3.873161 2.294940 0.867597  -0.196
C -4.216474 1.070412 0.291263  -0.025
C -3.495737 -0.104306 0.438627  -0.094
C -2.315803 -0.100465 1.265547  -0.421
O -1.609674 -1.149217 1.481466  -0.308
C -4.020111 -1.330883 -0.329880  -0.520
C -5.403359 -1.713267 0.224813  -0.058
C -4.153756 -0.981062 -1.823240  -0.053
C -3.137435 -2.579361 -0.261785  -0.060
C -4.735161 3.530174 0.613156  -0.561
C -4.763644 3.839707 -0.891325  -0.054
C -4.194261 4.764882 1.334501  -0.072
C -6.170112 3.285665 1.102100  -0.061
C 1.769634 1.587674 0.766161  -0.423
O 1.997643 0.345704 0.964826  -0.305
C 2.457007 2.352532 -0.240639  -0.087
C 2.136495 3.690666 -0.399690  -0.021
C 3.521087 1.766472 -1.190753  -0.516
C 3.067826 1.967598 -2.648956  -0.050
C 3.813413 0.269324 -1.030818  -0.059
C 4.847590 2.514229 -0.970836  -0.061
H 0.109913 7.043722 -1.586708  0.074
H -0.601434 5.420337 -1.449365  0.083
H 1.026136 5.613163 -2.097496  0.074
H 1.974873 7.738432 -0.026979  0.072
H 2.934442 6.340105 -0.533674  0.070
H 2.603689 6.595543 1.178649  0.086
H -0.296506 7.492063 0.812890  0.077
H 0.216281 6.361442 2.076673  0.087
H -1.089684 5.920374 0.972564  0.061
H -0.245858 4.102094 1.938329  0.078
H -2.377754 3.224190 2.099722  0.078
H -5.108364 1.035153 -0.328736  0.092
H -6.123268 -0.896530 0.129911  0.067
H -5.322311 -1.966531 1.284952  0.087
H -5.800247 -2.585335 -0.306820  0.074
H -4.780292 -0.104431 -2.002192  0.066
H -4.591864 -1.826202 -2.364679  0.076
H -3.165545 -0.785362 -2.249613  0.076
H -3.057666 -2.959970 0.752663  0.068
H -2.123578 -2.389202 -0.614782  0.075
H -3.589446 -3.354024 -0.893631  0.083
H -3.751228 4.026851 -1.256421  0.085
H -5.379098 4.723288 -1.096664  0.074
H -5.168991 3.000853 -1.460702  0.072
H -3.186902 5.013290 0.992849  0.064
H -4.154302 4.613362 2.415575  0.086
H -4.840522 5.624872 1.134305  0.077
H -6.618739 2.424886 0.602253  0.071
H -6.802036 4.160039 0.909030  0.073
H -6.175166 3.083329 2.175809  0.085
H 2.665446 4.244013 -1.170596  0.092
H 2.142884 1.416272 -2.833133  0.070
H 3.830871 1.581551 -3.333648  0.077
H 2.897480 3.019212 -2.891994  0.067
H 2.929195 -0.345772 -1.198969  0.073
H 4.184153 0.028408 -0.036475  0.074
H 4.578411 -0.003508 -1.768687  0.081
H 4.747786 3.588343 -1.145278  0.065
H 5.619179 2.128781 -1.646634  0.073
H 5.191771 2.373016 0.056763  0.088
C -1.526740 -4.668219 2.291650  -0.051
C -0.947310 -4.844464 0.925878  -0.362
C -1.299021 -5.782565 -0.061900  -0.010
C -0.469234 -5.503455 -1.128716  -0.292
C -0.422473 -6.153366 -2.473944  -0.041
N 0.323142 -4.470431 -0.771985  0.026
N 0.023132 -4.060301 0.485105  0.076
B 1.366310 -3.749619 -1.651782  -0.515
N 0.797920 -2.411882 -2.178196  0.028
N 0.362792 -1.449808 -1.325966  0.100
C -0.045688 -0.432686 -2.071047  -0.345
C -0.595725 0.816874 -1.467332  0.002
C 0.121080 -0.735968 -3.436940  -0.010
C 0.661768 -2.004693 -3.458012  -0.288
C 1.061114 -2.827197 -4.640656  -0.036
N 2.709934 -3.548212 -0.921760  0.026
N 2.796562 -2.923315 0.278239  0.070
C 4.079600 -2.838393 0.583693  -0.358
C 4.535984 -2.205275 1.856523  -0.033
C 4.858081 -3.421151 -0.435675  -0.007
C 3.945540 -3.856813 -1.373772  -0.291
C 4.208410 -4.540876 -2.676711  -0.040
H -2.569705 -4.992072 2.308366  0.071
H -0.975688 -5.240639 3.040697  0.067
H -1.492098 -3.619977 2.592164  0.056
H -2.064097 -6.541762 -0.011854  0.093
H -1.136685 -6.976685 -2.504804  0.069
H -0.687066 -5.447702 -3.264953  0.070
H 0.569408 -6.545219 -2.705584  0.071
H 1.586178 -4.445004 -2.607105  0.101
H -0.394690 0.846724 -0.400363  0.058
H -0.139375 1.703947 -1.913860  0.080
H -1.679772 0.885530 -1.598390  0.073
H -0.114078 -0.111059 -4.285092  0.098
H 0.757985 -2.314878 -5.554372  0.071
H 2.141426 -2.983064 -4.681611  0.064
H 0.592940 -3.813097 -4.628547  0.062
H 3.749340 -1.626157 2.338682  0.049
H 4.868193 -2.962027 2.572545  0.073
H 5.376718 -1.531398 1.676182  0.075
H 5.932747 -3.503931 -0.484034  0.094
H 5.275593 -4.746655 -2.766688  0.069
H 3.665743 -5.484079 -2.757436  0.072
H 3.911369 -3.921579 -3.525710  0.063
N 1.969509 -0.979778 6.498135  0.125
C 2.467811 -1.394655 5.264933  -0.569
O 3.049836 -0.602674 4.547174  0.022
C 2.207296 -2.842922 4.928121  -0.303
C 1.010921 -2.928993 3.972711  -0.283
H 1.830749 0.018567 6.547520  0.086
H 1.205014 -1.535085 6.848329  0.077
H 2.107950 -3.395994 5.884184  0.078
H 3.122958 -3.214136 4.458222  0.085
H 0.089451 -2.704108 4.542084  -0.013
H 0.900580 -3.970386 3.634513  -0.027

Atomic forces in eV per Å
Sr 0.293 -0.728 -0.015
C -0.007 0.009 -0.007
C 0.007 -0.003 -0.010
C 0.018 0.015 0.003
C -0.039 0.003 0.028
C 0.011 0.006 -0.036
C -0.016 0.043 0.040
C 0.075 0.077 -0.106
Se 0.050 0.007 0.078
C -0.099 -0.022 -0.081
C 0.039 0.064 0.046
C -0.060 -0.017 -0.049
C 0.046 0.002 0.028
C 0.031 0.095 0.074
C -0.036 -0.046 -0.062
O -0.348 0.187 0.035
C -0.021 -0.017 -0.023
C 0.001 -0.007 0.020
C 0.033 -0.002 -0.047
C 0.024 -0.044 0.002
C 0.005 -0.015 -0.002
C 0.002 0.006 -0.023
C 0.038 0.023 0.022
C -0.023 -0.020 0.013
C -0.012 -0.049 -0.016
O 0.076 0.323 0.027
C -0.042 -0.003 0.053
C 0.009 -0.037 0.025
C -0.006 0.029 -0.034
C 0.007 -0.003 0.008
C 0.000 -0.015 0.010
C 0.027 0.002 0.021
H 0.009 -0.019 0.004
H 0.007 0.007 0.006
H -0.001 0.004 0.010
H 0.001 -0.019 -0.003
H -0.012 -0.004 0.007
H -0.016 -0.002 -0.007
H 0.001 -0.010 0.002
H 0.013 0.000 -0.018
H 0.034 0.010 -0.008
H 0.003 -0.018 -0.003
H 0.010 -0.014 0.000
H 0.002 0.016 0.020
H 0.011 0.004 -0.013
H -0.001 0.002 -0.021
H 0.013 0.017 -0.001
H 0.004 -0.031 0.015
H 0.012 -0.001 0.004
H -0.050 -0.009 0.012
H 0.009 -0.006 0.005
H -0.046 0.001 -0.005
H 0.007 0.001 0.009
H -0.013 0.003 0.010
H 0.007 -0.016 0.002
H -0.001 0.012 0.017
H -0.034 -0.015 -0.005
H -0.012 -0.009 -0.013
H 0.003 -0.008 -0.003
H 0.014 0.016 -0.002
H 0.011 -0.009 0.000
H 0.003 0.008 -0.016
H -0.004 0.014 -0.014
H 0.012 0.012 0.000
H -0.003 0.001 0.010
H -0.006 -0.010 0.014
H 0.034 0.032 -0.007
H -0.012 0.019 -0.021
H -0.007 -0.017 0.008
H -0.009 -0.009 -0.006
H -0.023 -0.002 0.004
H -0.012 -0.003 -0.019
C -0.043 0.055 0.043
C 0.022 0.017 -0.032
C 0.009 -0.022 0.002
C 0.020 -0.024 -0.012
C -0.015 0.009 -0.019
N 0.003 0.010 0.091
N -0.078 0.032 -0.018
B 0.016 -0.113 -0.120
N -0.044 0.101 0.055
N 0.071 -0.002 0.022
C -0.010 -0.015 -0.018
C -0.040 0.013 -0.004
C -0.031 0.039 0.011
C 0.024 -0.020 -0.002
C 0.002 -0.032 -0.020
N 0.032 0.025 0.108
N -0.018 0.157 -0.027
C 0.003 -0.018 -0.018
C 0.040 0.002 0.053
C -0.035 -0.007 0.025
C 0.005 -0.030 -0.020
C 0.000 0.003 -0.019
H 0.004 -0.021 -0.022
H 0.000 0.003 -0.024
H 0.008 -0.016 -0.017
H 0.008 0.003 -0.011
H -0.006 -0.006 0.022
H 0.014 0.000 0.008
H -0.006 0.004 0.014
H -0.022 -0.003 -0.018
H -0.019 0.001 -0.001
H 0.007 -0.009 0.008
H 0.043 0.005 -0.001
H 0.007 -0.025 0.009
H 0.004 0.016 0.009
H -0.017 0.006 0.009
H 0.003 0.019 0.004
H -0.020 -0.003 -0.022
H -0.002 0.002 -0.008
H -0.006 -0.006 -0.025
H -0.010 -0.004 -0.012
H 0.005 0.006 0.015
H 0.008 0.009 0.009
H -0.007 -0.008 0.016
N -0.030 -0.027 -0.138
C -0.034 0.042 -0.074
O 0.102 -0.084 0.125
C 0.166 0.086 0.187
C -0.144 0.008 -0.081
H -0.038 0.006 0.014
H -0.029 0.033 0.017
H 0.006 0.006 -0.028
H -0.075 -0.005 -0.127
H 0.021 -0.031 0.015
H 0.086 0.002 0.056

The HOMO energy comes out at -1.1793 eV. As for the largest force on an atom: 0.8 eV Å⁻¹. The charge is -2. Its gap between HOMO and LUMO is 5.296 eV. The value obtained for the energy above the lowest of the compared OMol25 structures with the same formula, charge and spin is 0.0 kJ/mol.